# 1
A molecular structure, C28H31IIrN6O8S3, computed with ωB97M-V/def2-TZVPD.

The geometry in XYZ format:
```
78
Properties=species:S:1:pos:R:3
Ir -0.008 -0.531 0.297
N -1.829 -1.502 -0.188
C -2.602 -1.699 1.065
C -2.157 -0.766 2.204
O -2.915 -0.500 3.118
N -0.870 -0.406 2.073
C -0.155 0.448 3.007
C 1.113 1.024 2.379
O 1.811 1.772 3.012
O 1.397 0.641 1.137
H -2.334 -0.913 -0.846
H -1.717 -2.367 -0.709
H -2.433 -2.717 1.415
H -3.668 -1.575 0.895
H 0.185 -0.122 3.879
H -0.774 1.252 3.401
C 3.869 2.237 -0.672
O 2.832 1.448 -1.319
C 2.785 0.170 -1.131
S 3.863 -0.840 -0.443
S 1.281 -0.597 -1.666
H 3.702 3.256 -1.010
H 4.848 1.870 -0.966
H 3.728 2.156 0.406
I 1.420 -6.085 -1.169
C 1.400 -4.599 0.281
C 1.931 -4.813 1.547
C 1.888 -3.772 2.457
C 1.325 -2.566 2.085
N 0.822 -2.362 0.864
C 0.863 -3.366 -0.026
H 2.370 -5.766 1.810
H 2.293 -3.882 3.453
H 1.289 -1.732 2.767
H 0.466 -3.162 -1.010
C -0.534 2.664 -6.064
N -1.127 1.962 -4.940
N -0.742 0.678 -4.581
C -1.617 0.182 -3.626
O -1.470 -0.906 -3.034
C -2.592 1.214 -3.460
C -2.244 2.272 -4.264
C -2.906 3.599 -4.406
C 0.444 0.065 -5.077
C 1.674 0.692 -4.918
C 2.823 0.066 -5.372
C 2.744 -1.195 -5.952
C 1.514 -1.823 -6.089
C 0.356 -1.189 -5.662
H 0.545 2.723 -5.963
H -0.928 3.675 -6.063
H -0.781 2.175 -7.007
H -3.457 1.169 -2.815
H -3.818 3.612 -3.815
H -3.166 3.813 -5.443
H -2.250 4.393 -4.042
H 1.733 1.652 -4.419
H 3.782 0.554 -5.255
H 3.645 -1.689 -6.295
H 1.453 -2.805 -6.538
H -0.612 -1.664 -5.759
N -0.964 1.263 -0.275
C -0.186 2.475 -0.522
C 0.350 2.616 -1.790
C 1.128 3.712 -2.085
C 1.363 4.678 -1.112
C 0.802 4.540 0.151
C 0.019 3.430 0.454
S 2.389 6.081 -1.584
O 3.529 5.448 -2.235
O 1.533 6.822 -2.498
O 2.699 6.765 -0.346
H -1.728 1.474 0.364
H -1.395 1.049 -1.176
H 0.180 1.847 -2.533
H 1.590 3.834 -3.059
H 1.014 5.297 0.898
H -0.394 3.301 1.451
```

Calculated values
Multiplicity = 2
LUMO energy (alpha / beta) = -1.030 / -3.291 eV
Orbital gap (alpha / beta) = 0.245 / 0.162 Eh

***

# 2
A single C5H9NO molecule, computed with ωB97M-V/def2-TZVPD.

The geometry in XYZ format:
```
16
Properties=species:S:1:pos:R:3
C 1.342 -0.216 -1.784
N 0.711 -0.267 -0.452
C 1.417 0.178 0.563
C -0.564 -0.737 -0.437
C -1.585 -0.441 0.535
O -2.642 -1.068 0.526
C -1.435 0.738 1.490
H 2.425 -0.156 -1.677
H 0.958 0.653 -2.322
H 1.078 -1.123 -2.328
H 1.043 0.048 1.567
H 2.363 0.666 0.375
H -0.846 -1.361 -1.275
H -2.428 1.177 1.606
H -1.102 0.407 2.480
H -0.733 1.500 1.133
```

Calculated values
LUMO energy = 0.252 eV
Orbital gap = 0.286 Eh

***

# 3
3 unconnected molecules or ions with the total composition C8H22IN2O2 at a distorted geometry, computed with ωB97M-V/def2-TZVPD.

The geometry in XYZ format:
```
35
Properties=species:S:1:pos:R:3
I -15.412 -7.042 13.861
C -13.044 -9.674 11.886
C -11.669 -8.949 12.068
C -10.963 -8.512 10.717
O -9.705 -7.921 11.116
C -9.614 -6.527 11.004
N -11.917 -7.777 12.876
H -13.864 -9.032 11.564
H -13.391 -10.003 12.866
H -12.944 -10.521 11.207
H -10.921 -9.620 12.491
H -11.577 -7.698 10.331
H -10.711 -9.249 9.954
H -9.718 -6.216 9.965
H -8.639 -6.079 11.195
H -10.374 -5.924 11.501
H -12.877 -7.509 12.713
H -11.249 -7.078 12.584
C -13.464 -5.668 10.294
C -14.489 -4.579 9.923
C -14.777 -4.543 8.396
O -13.615 -4.016 7.692
C -13.643 -4.432 6.323
N -15.615 -4.757 10.797
H -12.500 -5.628 9.786
H -13.776 -6.681 10.041
H -13.169 -5.351 11.294
H -13.994 -3.658 10.231
H -15.529 -3.765 8.262
H -15.268 -5.448 8.040
H -14.522 -4.043 5.808
H -13.540 -5.517 6.339
H -12.729 -4.114 5.820
H -15.379 -5.026 11.741
H -16.111 -5.623 10.639
```

Calculated values
LUMO energy = 2.798 eV
Net charge = -1
Orbital gap = 0.245 Eh

***

# 4
A molecular structure, C30H48FeP2Te at a distorted geometry, computed with ωB97M-V/def2-TZVPD.

The geometry in XYZ format:
```
82
Properties=species:S:1:pos:R:3
Fe 0.273 0.645 0.472
C 0.587 2.682 1.260
C 0.084 1.866 2.351
C 2.200 1.096 1.783
C 1.926 2.243 0.972
C 1.085 0.881 2.656
C 0.008 3.944 0.711
H -0.991 4.153 1.120
H -0.061 3.894 -0.388
H 0.666 4.792 0.951
C 2.928 3.034 0.201
H 2.675 4.102 0.212
H 2.959 2.730 -0.861
H 3.935 2.903 0.617
C 3.509 0.392 1.849
H 4.340 1.106 1.948
H 3.690 -0.176 0.925
H 3.555 -0.296 2.700
C 1.113 -0.008 3.854
H 1.661 0.476 4.680
H 1.641 -0.947 3.636
H 0.102 -0.227 4.224
C -1.072 2.201 3.237
H -0.729 2.832 4.076
H -1.514 1.293 3.672
H -1.847 2.763 2.699
C -3.830 -0.417 -2.337
C -3.961 0.785 -1.747
C -4.919 1.086 -0.645
C -5.047 -0.007 0.461
C -3.780 -0.740 0.812
C -3.350 -1.858 0.193
C -4.082 -2.548 -0.920
C -4.653 -1.631 -2.034
H -5.931 1.237 -1.064
H -5.842 -0.711 0.171
H -4.621 2.038 -0.170
H -5.699 -1.374 -1.805
H -3.208 -0.501 -3.243
H -3.471 1.661 -2.186
H -4.683 -2.238 -2.957
H -3.397 -3.284 -1.374
H -2.601 -2.495 0.658
H -4.928 -3.130 -0.517
H -5.393 0.516 1.372
H -3.297 -0.386 1.732
P -0.514 0.436 -1.717
P 0.450 -1.599 0.522
C -0.904 -1.350 -1.955
C -0.119 -2.341 -1.076
H -0.747 -1.569 -3.022
H -1.980 -1.452 -1.749
H -0.746 -3.213 -0.832
H 0.775 -2.708 -1.606
C 1.961 -2.542 0.866
H 2.455 -2.140 1.759
H 2.656 -2.515 0.018
H 1.664 -3.583 1.070
C -0.600 -2.180 1.913
H -0.834 -3.247 1.780
H -1.531 -1.599 1.989
H -0.059 -2.050 2.858
C -0.796 1.599 -3.053
H -0.882 2.622 -2.656
H -1.719 1.347 -3.592
H 0.052 1.573 -3.759
C -1.528 1.066 -0.338
H -1.266 1.000 0.762
H -2.406 0.421 -0.367
H -1.825 2.103 -0.528
Te 2.031 0.414 -1.556
C 4.025 -0.572 -1.557
C 4.146 -1.879 -2.037
C 5.442 -2.401 -2.224
C 6.570 -1.617 -1.947
C 6.422 -0.302 -1.478
C 5.133 0.232 -1.288
H 3.243 -2.451 -2.270
H 5.552 -3.422 -2.594
H 7.570 -2.034 -2.094
H 7.293 0.314 -1.253
H 4.987 1.260 -0.945
```

Calculated values
Multiplicity = 6
LUMO energy (alpha / beta) = -1.836 / -3.965 eV
Net charge = +1
Orbital gap (alpha / beta) = 0.270 / 0.234 Eh

***

# 5
A single C2H2N4O2 molecule at a distorted geometry, computed with ωB97M-V/def2-TZVPD.

The geometry in XYZ format:
```
10
Properties=species:S:1:pos:R:3
H 2.324 -1.626 0.383
N 2.550 -0.612 0.094
C 1.293 -0.370 0.030
N 0.103 -1.086 -0.016
C -1.011 -0.422 0.077
O -2.285 -0.937 -0.205
N -1.165 0.961 0.456
N -0.152 1.558 -0.067
O 0.954 1.030 -0.328
H -2.726 -0.117 -0.034
```

Calculated values
SMILES = [H]/N=c1\nc(O)nno1
LUMO energy = -0.666 eV
Orbital gap = 0.355 Eh

***

One value per record, in order, for energy relative to the best compared isomer or geometry (same formula, charge and spin): 0.0; 268.3; 150.2; 0.0; 504.3 kJ/mol.